A molecular structure, C27H44AuNOSSiTe in a non-equilibrium geometry, computed with the ωB97M-V functional and the def2-TZVPD basis.

Each line ends with the Mulliken charge.
CARTESIAN COORDINATES (ANGSTROEM)
1 Au 0.847 -0.148 -0.109  0.227
2 C 1.511 1.539 0.803  -1.234
3 Si 0.664 5.175 0.898  0.513
4 C -1.844 2.222 0.598  -1.198
5 N -2.189 1.116 0.078  0.678
6 C -2.759 1.065 -1.270  -0.706
7 C -4.243 0.618 -1.199  -0.647
8 C -4.786 0.803 0.219  -0.649
9 C -4.003 -0.072 1.207  -0.729
10 C -2.489 -0.079 0.879  -0.546
11 C 2.180 6.056 0.331  0.725
12 C 2.238 6.573 -0.969  -0.601
13 C 3.360 7.254 -1.408  -0.658
14 C 4.451 7.413 -0.561  -0.519
15 C 4.404 6.917 0.734  -0.735
16 C 3.271 6.251 1.183  -0.228
17 C 0.671 4.448 2.599  0.952
18 C 1.807 3.810 3.113  -0.465
19 C 1.811 3.297 4.401  -0.803
20 C 0.679 3.414 5.198  -0.562
21 C -0.459 4.037 4.703  -0.704
22 C -0.462 4.552 3.414  -0.545
23 H 1.077 1.594 1.798  0.520
24 H 2.594 1.618 0.797  0.683
25 H -2.315 3.122 0.212  0.521
26 H -1.666 2.201 1.673  0.487
27 H -2.179 0.345 -1.851  0.287
28 H -2.655 2.041 -1.738  0.508
29 H -4.326 -0.432 -1.481  0.366
30 H -4.821 1.198 -1.915  0.378
31 H -5.840 0.533 0.247  0.461
32 H -4.717 1.857 0.507  0.206
33 H -4.360 -1.100 1.149  0.403
34 H -4.164 0.282 2.225  0.322
35 H -2.229 -0.952 0.281  0.215
36 H -1.876 -0.091 1.777  0.450
37 H 1.401 6.441 -1.648  0.377
38 H 3.385 7.670 -2.407  0.413
39 H 5.338 7.925 -0.910  0.416
40 H 5.244 7.056 1.401  0.433
41 H 3.237 5.898 2.205  0.473
42 H 2.699 3.715 2.504  0.468
43 H 2.700 2.814 4.787  0.434
44 H 0.684 3.021 6.207  0.429
45 H -1.339 4.134 5.326  0.450
46 H -1.353 5.050 3.046  0.419
47 C -0.949 5.936 0.357  -1.260
48 Te 0.643 2.885 -0.553  0.318
49 C 2.576 3.275 -1.404  -1.189
50 H -1.037 5.949 -0.731  0.403
51 H -1.001 6.972 0.700  0.430
52 H -1.813 5.411 0.768  0.320
53 H 3.224 3.633 -0.610  0.390
54 H 2.482 4.024 -2.184  0.393
55 H 2.942 2.342 -1.827  0.478
56 C -0.854 -5.740 2.096  -1.129
57 C -1.340 -5.457 0.675  -0.338
58 C -0.308 -4.705 -0.166  -0.763
59 S 0.103 -3.124 0.627  0.391
60 O 0.157 -2.128 -0.553  -0.712
61 C 1.831 -3.395 1.128  -0.943
62 C 2.863 -3.249 0.014  -0.011
63 C 2.984 -4.438 -0.938  -1.349
64 H -1.610 -6.293 2.652  0.380
65 H -0.651 -4.818 2.647  0.308
66 H 0.055 -6.344 2.083  0.298
67 H -2.274 -4.891 0.703  0.287
68 H -1.547 -6.405 0.177  0.372
69 H -0.693 -4.425 -1.147  0.439
70 H 0.600 -5.292 -0.278  0.284
71 H 1.852 -4.382 1.596  0.522
72 H 2.002 -2.647 1.904  0.497
73 H 3.823 -3.079 0.505  0.416
74 H 2.637 -2.349 -0.561  0.038
75 H 3.035 -5.381 -0.390  0.321
76 H 3.900 -4.349 -1.520  0.397
77 H 2.157 -4.480 -1.646  0.328

The HOMO energy comes out at -0.492 hartree. The calculation puts the largest force on an atom at 2.70 eV Å⁻¹. The total charge is +2. The value obtained for the HOMO-LUMO gap is 6.29 eV.